ORCA calculation (the ωB97M-V functional and the def2-TZVPD basis) on the ion C4H5N2 with charge +1 in a non-equilibrium geometry.

```
11
Properties=species:S:1:pos:R:3:forces:R:3
C 2.1952 -1.6192 1.1350 -3.50 1.76 -2.05
C 1.1577 -1.1254 0.6170 2.36 -1.12 1.65
C -1.5546 0.8327 -0.1014 1.31 -3.38 -4.06
C -0.1612 0.5367 -0.7905 -1.14 -0.69 -3.56
N -1.2060 -0.0296 0.9936 3.04 -2.08 -0.97
N 0.0987 -0.4929 0.2091 -3.00 2.27 2.59
H 3.1661 -1.9017 1.4413 0.43 -0.39 0.32
H -1.7233 1.8191 0.1068 -0.54 2.53 1.15
H -2.4057 0.4761 -0.8111 1.06 0.21 1.59
H -0.0417 0.1124 -1.9025 -0.93 0.52 2.34
H 0.4746 1.3918 -0.8973 0.91 0.37 1.00
```
Positions in Å, forces in eV/Å.

Output
- E (Ha) = -264.3999
- Kohn-Sham gap (alpha / beta) (eV) = 9.2501 / 7.8861
- structure (SMILES) = C#C[N+]1=NCC1
- total charge = +1

Atomic partial charges in e from the Mulliken method, atoms 1 to 6: C -0.38; C 0.41; C -0.28; C -0.47; N -0.14; N 0.21


ORCA calculation (the ωB97M-V functional and the def2-TZVPD basis) on a structure of composition C58H129BF4N7O2 in a non-equilibrium geometry.

```
201
Properties=species:S:1:pos:R:3:forces:R:3
C 30.5971 -20.4114 33.2915 -0.97 -0.19 0.25
C 31.4220 -21.5304 32.7161 -4.07 -3.51 -2.92
C 30.4673 -22.7265 32.3092 1.75 -0.40 -0.33
N 31.1573 -23.8196 31.4029 1.54 0.38 -1.20
C 32.5913 -24.1641 31.7944 -1.93 0.48 0.49
C 30.3935 -25.1316 31.3530 -0.74 0.72 2.12
C 30.0511 -25.2967 29.9578 -0.84 -2.78 -1.65
C 30.0445 -23.9764 29.3030 -1.05 0.69 -0.95
C 31.2691 -23.3406 29.8494 -2.77 -0.79 1.99
H 30.4475 -20.6056 34.3536 -0.49 0.15 0.08
H 29.6432 -20.3340 32.7698 -0.09 -0.07 0.67
H 31.1052 -19.4485 33.2392 -1.31 -0.56 -0.66
H 32.1320 -21.8856 33.4629 0.01 -3.01 -9.17
H 31.9914 -21.1879 31.8521 -4.22 -2.88 7.41
H 29.5737 -22.4828 31.7346 -0.03 0.25 0.21
H 30.1992 -23.2163 33.2453 -0.35 -0.40 -0.22
H 32.9482 -25.0364 31.2470 -0.23 0.10 -0.14
H 32.4219 -24.4252 32.8390 0.77 -0.11 -0.21
H 33.1635 -23.2607 31.5833 -0.04 -1.27 0.68
H 30.9565 -25.9595 31.7839 0.28 0.30 -0.05
H 29.4831 -25.0767 31.9499 0.10 0.51 0.25
H 30.7721 -26.0019 29.5444 0.03 0.15 -0.66
H 29.0798 -25.7849 29.8776 0.05 -0.13 -0.17
H 30.0019 -24.0543 28.2166 0.38 0.05 -0.03
H 29.1261 -23.4504 29.5639 -0.05 0.27 0.21
H 32.1286 -23.7978 29.3593 -2.20 -0.26 1.28
H 31.2339 -22.2511 29.8500 0.40 -0.30 0.05
C 36.3857 -19.5220 31.5984 10.47 -2.08 -1.34
C 37.9265 -19.7422 31.7904 -2.68 5.49 -0.76
C 38.7881 -18.5197 31.4201 -0.83 -0.98 0.01
N 40.2014 -18.6250 31.7840 2.71 0.18 1.62
C 40.4217 -18.5083 33.3316 -0.33 -0.43 -1.00
C 40.9922 -17.5260 31.0838 0.46 0.92 -0.32
C 42.4675 -17.9980 30.8782 -1.60 1.31 0.48
C 42.3316 -19.4616 30.7067 -0.66 -2.52 0.98
C 40.9188 -19.9282 31.3042 1.74 2.66 -0.60
H 36.0506 -18.6400 32.1442 7.74 -0.09 -2.35
H 35.8531 -20.4038 31.9545 3.67 2.96 1.55
H 36.1486 -19.5439 30.5347 3.58 1.29 2.27
H 38.2723 -20.5507 31.1462 -4.84 12.49 -7.57
H 38.0523 -20.0642 32.8241 -0.37 0.90 -0.96
H 38.3668 -17.6100 31.8480 0.27 0.25 -0.08
H 38.8476 -18.4741 30.3326 -0.40 0.15 0.04
H 39.8650 -19.3575 33.7280 0.73 1.27 0.22
H 40.0675 -17.5630 33.7428 -0.06 0.05 -0.43
H 41.4760 -18.6387 33.5757 0.00 0.09 -0.28
H 40.9295 -16.6060 31.6650 -0.02 -0.11 0.22
H 40.4644 -17.2931 30.1590 0.17 -0.33 -0.24
H 42.9839 -17.7292 31.7997 0.33 -0.21 -0.15
H 42.9503 -17.4753 30.0524 -0.13 -0.01 0.06
H 43.1172 -19.9989 31.2380 0.08 0.03 -0.04
H 42.3025 -19.9192 29.7178 0.50 0.81 -0.36
H 41.0669 -20.5752 32.1688 -0.29 0.30 -1.17
H 40.4350 -20.2583 30.3849 0.05 0.73 1.62
C 32.5618 -19.9580 24.8401 0.67 -0.74 1.99
C 31.8522 -19.1813 26.0193 0.39 -1.35 -0.13
C 32.5486 -19.7247 27.3851 -0.68 1.89 -0.57
N 32.0718 -19.0806 28.7477 -0.27 2.26 -1.97
C 32.0402 -17.5308 28.6053 -1.28 -0.51 -0.34
C 33.0538 -19.4503 29.8715 -4.19 -0.33 -2.07
C 32.2101 -19.8709 31.0737 -2.34 4.05 -4.54
C 30.7636 -19.5068 30.6091 0.21 -0.12 2.36
C 30.6734 -19.6183 29.1309 1.91 0.55 0.12
H 32.7559 -20.9327 25.2879 -0.02 -0.45 -0.32
H 33.5763 -19.5772 24.7226 -0.10 0.35 -0.44
H 32.0892 -20.1910 23.8859 -0.39 0.82 0.25
H 30.7995 -19.4638 26.0288 -0.07 -0.10 0.18
H 31.8577 -18.1191 25.7748 0.38 0.17 0.72
H 33.6282 -19.5849 27.4409 -0.55 0.16 -0.75
H 32.4179 -20.8024 27.4823 -0.53 0.18 -0.21
H 31.3044 -17.2055 27.8699 -0.27 -0.53 0.01
H 32.9588 -17.0870 28.2215 -0.54 -0.57 0.34
H 31.7162 -17.0918 29.5489 0.32 -0.13 0.14
H 33.9113 -18.8351 30.1440 -2.95 2.42 -1.93
H 33.5010 -20.3716 29.4981 -1.41 1.62 -0.74
H 32.5384 -19.4549 32.0262 -0.92 0.49 -1.78
H 32.2689 -20.9541 31.1802 0.22 5.52 -6.79
H 30.5802 -18.5165 31.0258 -0.59 0.22 -0.48
H 30.0751 -20.1718 31.1305 -0.11 0.21 -0.65
H 29.8554 -19.0482 28.6904 0.27 -0.12 -0.25
H 30.7266 -20.6491 28.7805 -0.53 0.08 -0.03
C 35.2961 -20.7456 28.1181 0.14 8.57 -0.11
C 35.7345 -19.4158 28.6350 0.92 3.79 0.48
C 35.0959 -18.0579 28.1003 2.44 -1.73 -0.21
N 35.9853 -16.8078 28.3118 1.13 0.44 2.07
C 37.1385 -16.6439 27.2562 -1.83 -0.75 0.82
C 35.0614 -15.5678 28.4126 1.29 -0.32 -0.02
C 35.7368 -14.5750 29.3828 1.36 -0.23 -0.30
C 36.6798 -15.3730 30.3440 -1.17 -1.97 -0.93
C 36.6820 -16.8369 29.7578 -1.90 0.73 -0.11
H 35.9406 -21.5942 28.3476 0.19 7.20 -1.75
H 35.3353 -20.6624 27.0320 0.09 3.04 -0.40
H 34.3070 -21.0053 28.4955 1.64 2.01 -0.19
H 36.8179 -19.4349 28.5167 0.50 0.56 -0.27
H 35.4963 -19.4440 29.6983 1.33 1.92 -4.59
H 34.1494 -18.0165 28.6392 1.16 0.91 -0.58
H 34.9871 -18.1064 27.0168 -0.38 0.05 -0.11
H 36.6627 -16.4834 26.2888 0.18 0.17 0.05
H 37.6307 -17.6164 27.2566 0.19 0.21 -0.06
H 37.7948 -15.8284 27.5601 -0.18 -0.08 -0.05
H 34.9678 -15.2394 27.3774 -0.21 0.41 0.20
H 34.0856 -15.8804 28.7846 0.37 -0.01 0.02
H 36.4079 -13.9098 28.8396 -0.69 0.53 -0.05
H 34.9958 -14.0829 30.0127 0.13 0.47 -0.59
H 37.7185 -15.1027 30.5341 -0.34 0.85 -0.29
H 36.1027 -15.3672 31.2687 0.64 -0.32 0.31
H 37.6389 -17.3470 29.8678 -0.48 0.33 -1.18
H 35.9671 -17.4285 30.3297 0.24 0.01 -0.34
C 41.3594 -24.3592 26.4228 0.39 -1.16 -0.01
C 40.6369 -23.3300 27.2280 -1.89 -1.12 0.52
C 39.8885 -24.0149 28.4232 0.64 2.37 -0.61
N 38.9727 -22.9290 29.1168 1.71 -1.22 2.89
C 39.7956 -21.7739 29.6940 -0.45 -1.03 -1.78
C 38.3389 -23.6808 30.3573 -1.33 -2.27 -1.80
C 36.9346 -23.1554 30.5942 1.67 -1.60 -5.42
C 36.7277 -22.1738 29.3874 2.23 -3.53 1.58
C 37.8336 -22.4329 28.3259 -1.25 0.20 0.73
H 41.7948 -23.9024 25.5341 0.27 -0.27 0.19
H 40.7038 -25.1725 26.1117 -0.35 0.25 -0.31
H 42.0679 -24.9083 27.0430 0.64 0.37 -0.22
H 39.8052 -23.0215 26.5946 0.22 0.94 -0.15
H 41.3148 -22.5314 27.5294 -0.25 0.05 0.04
H 40.6218 -24.3414 29.1605 -0.35 -0.20 0.23
H 39.1925 -24.7962 28.1179 0.27 0.00 -0.05
H 39.1372 -21.0348 30.1505 0.11 -0.89 -1.58
H 40.3652 -21.3120 28.8875 -0.28 -0.08 -0.28
H 40.5284 -22.0435 30.4545 -0.35 -0.89 -0.36
H 39.0208 -23.7541 31.2045 -0.14 -1.52 -1.43
H 38.0444 -24.6910 30.0728 1.32 -0.24 -0.78
H 36.6314 -22.7802 31.5717 -0.45 2.72 -9.54
H 36.2446 -23.9892 30.7241 -0.35 -0.67 -1.39
H 36.6695 -21.1353 29.7134 1.20 -0.65 0.21
H 35.7910 -22.3193 28.8493 0.89 -4.44 3.16
H 37.9652 -21.4807 27.8120 0.84 -0.27 -0.22
H 37.5610 -23.2061 27.6076 -0.18 0.08 0.04
C 34.4018 -23.1324 33.8988 1.28 -1.29 0.66
C 35.2192 -23.6366 35.1198 1.40 -0.91 -2.07
C 36.6750 -23.0165 35.2364 -1.04 -1.10 -0.34
N 37.7741 -23.2909 34.0793 0.32 0.19 0.97
C 37.9652 -24.8389 33.8380 -0.54 1.67 0.71
C 37.4927 -22.5360 32.7902 -0.18 1.05 6.19
C 38.7247 -21.8414 32.1871 0.64 -7.33 3.20
C 39.4507 -21.3887 33.4249 -0.65 -3.83 1.54
C 39.1218 -22.6304 34.4425 0.06 -0.15 0.43
H 34.1951 -22.0658 33.9863 2.20 -2.69 -2.30
H 33.4511 -23.6651 33.9178 0.37 0.38 0.21
H 34.8632 -23.2926 32.9243 0.23 -0.56 0.20
H 35.3169 -24.7160 35.0040 0.06 -0.20 0.08
H 34.6665 -23.5582 36.0561 0.28 0.62 0.12
H 37.1123 -23.4422 36.1396 0.24 0.37 -0.05
H 36.4031 -21.9651 35.3300 1.26 0.37 -0.17
H 38.0560 -25.4004 34.7679 0.30 0.48 0.28
H 38.8999 -24.9064 33.2815 -0.48 -0.42 -0.34
H 37.0351 -25.2113 33.4088 0.36 0.09 -0.62
H 36.8762 -23.1513 32.1349 3.76 -4.10 8.08
H 36.8252 -21.7921 33.2250 -0.13 0.42 -0.34
H 39.1199 -22.7253 31.6864 1.44 2.54 1.86
H 38.4507 -21.0442 31.4961 4.08 -12.23 7.77
H 40.5196 -21.4086 33.2125 -0.38 0.04 1.24
H 39.0250 -20.4327 33.7298 0.59 -1.31 0.99
H 39.8312 -23.4478 34.3126 0.39 0.44 -0.19
H 39.0651 -22.5058 35.5238 0.36 0.80 -0.10
C 32.7614 -21.1149 34.7315 1.22 3.58 4.96
C 32.9595 -19.6497 34.1098 -0.68 -0.66 1.07
C 34.1710 -18.9428 34.6698 0.43 1.39 0.74
N 34.6101 -17.6108 33.9274 -1.59 -2.62 -2.32
C 34.8398 -18.0377 32.4394 -6.69 4.48 3.04
C 35.8618 -16.9556 34.4437 -0.90 0.69 0.29
C 35.6105 -15.4392 34.2162 -0.30 -0.25 0.52
C 34.1445 -15.3469 34.5510 -0.82 -0.07 0.65
C 33.5083 -16.5872 33.9594 -0.27 1.19 -0.85
H 32.0285 -21.6722 34.1481 0.10 2.60 9.16
H 32.3860 -21.1123 35.7548 0.23 0.52 0.31
H 33.6820 -21.6983 34.7126 -2.32 2.39 2.71
H 32.0411 -19.0751 34.2308 1.04 0.38 1.25
H 33.0146 -19.7944 33.0309 0.22 0.39 2.41
H 35.0804 -19.5377 34.7549 -0.06 -0.10 -0.21
H 33.9118 -18.5990 35.6711 0.20 0.04 0.16
H 35.3226 -18.9955 32.2456 -6.19 0.15 3.36
H 35.3107 -17.1868 31.9471 0.48 -0.07 0.40
H 33.9336 -18.1505 31.8443 -0.71 0.59 0.74
H 36.7167 -17.4114 33.9442 0.09 0.02 0.37
H 35.7528 -17.1694 35.5070 0.97 0.13 0.15
H 35.7530 -15.0691 33.2010 0.41 -0.28 0.03
H 36.0858 -14.7644 34.9283 0.73 -0.36 -0.23
H 33.7008 -14.4007 34.2414 -0.14 -0.20 -0.13
H 33.9839 -15.4250 35.6262 0.24 0.30 0.18
H 33.2796 -16.4295 32.9054 -0.40 0.16 0.17
H 32.5980 -16.8688 34.4886 0.31 -0.47 0.00
B 34.5687 -21.0652 31.4626 -1.37 -0.57 0.49
F 35.7233 -21.7854 31.2829 -6.49 1.89 1.29
F 33.3922 -21.6397 31.1472 5.27 -5.12 -0.26
F 34.4217 -20.7347 32.8061 1.60 -0.66 -0.90
F 34.6851 -19.9763 30.6040 -1.53 -5.90 6.22
C 33.6623 -22.5395 28.9257 -0.07 -1.49 1.61
C 34.0173 -22.5090 27.5239 -0.43 -3.47 -3.34
O 33.1793 -22.9091 26.7197 -1.16 0.40 -0.10
O 35.1721 -22.1250 27.2397 -1.84 -12.25 -6.62
H 33.0064 -21.7135 29.2004 -0.26 -1.19 -0.45
H 34.5039 -22.5130 29.6179 -0.42 -0.24 -0.40
H 33.1404 -23.4765 29.1199 2.53 1.08 -0.83
```
Positions in Å, forces in eV/Å.

Output
- E (Ha) = -3241.3362
- Kohn-Sham gap (eV) = 5.7840
- total charge = +5

Atomic partial charges in e from the Mulliken method, atoms 1 to 6: C -1.54; C 0.81; C -2.05; N 0.53; C -1.12; C -0.51


ORCA calculation (the ωB97M-V functional and the def2-TZVPD basis) on a cluster of 3 separate species, C25H28Br2FN4 in total in a non-equilibrium geometry.

```
60
Properties=species:S:1:pos:R:3:forces:R:3
C 3.5526 -0.4180 -0.1665 -1.54 0.87 -0.18
C 2.7598 0.8988 -0.7964 -1.46 2.71 -0.78
C 2.0238 1.8867 0.3195 -0.54 1.21 -5.10
C 1.1890 3.1721 -0.2929 2.01 -2.70 -1.54
C 1.0865 3.4935 -1.9260 1.71 -2.50 1.60
C 0.1447 4.8228 -2.3047 0.12 -1.00 0.18
C -1.3233 4.5325 -1.6357 -1.84 -2.80 0.28
N -1.7207 3.0494 -1.7349 -3.87 7.54 3.65
C -3.0488 3.1314 -1.0008 2.16 1.08 -0.96
N -3.7670 1.9768 -0.8098 -0.41 1.21 -0.12
C -5.0799 1.9153 -0.0610 -0.32 -0.17 -0.09
Br -4.5788 1.9208 1.9168 0.04 2.29 -1.18
C -5.9608 0.5555 -0.3155 -0.52 0.71 -1.02
C -5.7578 -0.1385 -1.7883 -0.22 -0.85 0.05
Br -5.5369 -0.6884 1.2328 -1.23 -0.92 -2.28
N -3.3716 4.5436 -0.5651 1.75 -3.52 -1.66
F -4.4496 5.0191 0.1028 0.81 -0.26 -0.42
N -2.3331 5.4232 -0.9468 3.35 -4.10 -2.42
C 1.8409 2.5452 -3.0306 -0.13 -0.61 5.09
C 2.6853 1.2400 -2.4133 -1.55 1.83 2.51
H 4.2652 -0.9288 -0.9450 -1.41 1.08 1.71
H 2.6891 -1.1620 0.1766 2.00 1.37 -0.89
H 4.0750 -0.0525 0.8152 -0.69 -0.78 -2.07
H 2.0984 1.6562 1.4806 -0.24 0.63 -2.81
H 0.6484 3.8683 0.5009 1.20 -1.49 -2.01
H 0.0042 4.8150 -3.4828 0.17 0.29 2.57
H 0.6291 5.8192 -1.9084 -1.11 -2.02 -0.89
H -3.3242 1.0833 -1.1797 -0.69 1.76 0.74
H -5.7571 2.8297 -0.3519 1.63 -1.67 0.82
H -7.1069 0.8845 -0.2610 2.66 -0.86 0.27
H -6.1500 0.5548 -2.6770 0.90 -1.39 2.14
H -4.6469 -0.4850 -2.0107 -2.27 0.84 0.57
H -6.4058 -1.1390 -1.7816 1.40 2.31 -0.06
H -2.2434 6.4532 -0.8058 -0.65 -1.36 0.10
H 1.7699 2.7898 -4.1744 0.23 -0.64 2.53
H 3.2666 0.4976 -3.1327 -1.45 1.87 1.62
C -1.4365 -1.9540 3.7030 0.12 0.07 -0.13
C -2.1000 -1.4840 2.5700 0.16 0.03 0.01
C -1.3713 -0.9825 1.4919 0.13 -0.09 0.25
C 0.0228 -0.9602 1.5430 -0.11 -0.06 0.09
C 0.6864 -1.4337 2.6745 -0.20 0.01 -0.02
C -0.0427 -1.9266 3.7564 -0.10 0.05 -0.13
H -2.0049 -2.3417 4.5444 0.09 0.05 -0.13
H -3.1861 -1.5079 2.5275 0.23 0.00 0.02
H -1.8888 -0.6102 0.6120 0.04 -0.06 0.07
H 0.5910 -0.5740 0.7010 -0.12 -0.02 0.09
H 1.7728 -1.4177 2.7135 -0.13 -0.01 0.00
H 0.4744 -2.2903 4.6399 -0.08 0.04 -0.13
C 4.4435 -3.7453 1.1038 0.01 -0.19 -0.13
C 5.6946 -3.9482 0.5221 -0.10 -0.08 -0.02
C 5.9462 -5.1116 -0.2046 -0.19 0.02 0.05
C 4.9425 -6.0684 -0.3581 -0.02 0.17 0.10
C 3.6902 -5.8636 0.2205 0.11 0.10 0.01
C 3.4415 -4.7045 0.9551 0.16 0.01 -0.09
H 4.2489 -2.8401 1.6730 0.04 -0.12 -0.04
H 6.4745 -3.1994 0.6359 -0.10 -0.12 0.00
H 6.9232 -5.2725 -0.6521 -0.14 0.03 0.06
H 5.1368 -6.9728 -0.9285 -0.03 0.13 0.09
H 2.9076 -6.6086 0.0995 0.13 0.12 0.03
H 2.4676 -4.5479 1.4103 0.11 -0.02 -0.05
```
Positions in Å, forces in eV/Å.

Output
- E (Ha) = -6435.4975
- Kohn-Sham gap (eV) = 6.9722
- total charge = +1

Atomic partial charges in e from the Mulliken method, atoms 1 to 6: C -0.71; C 0.50; C -0.40; C -0.34; C 0.39; C -0.47


ORCA calculation (the ωB97M-V functional and the def2-TZVPD basis) on a cluster of 2 separate species, C10H17FO8S2 in total in a non-equilibrium geometry.

```
38
Properties=species:S:1:pos:R:3:forces:R:3
O 1.4642 2.9104 -1.1966 -1.59 -4.73 1.77
C 1.0711 1.8165 -0.7054 1.19 3.98 -1.58
O 0.9349 1.7383 0.7267 1.37 -0.99 -2.19
C 0.7841 0.5335 -1.6552 -0.34 0.17 2.07
C 2.2221 -0.0241 -2.0823 -0.58 2.46 -2.86
O 3.3006 0.3391 -1.1412 0.06 -3.38 -0.64
S 4.4802 -0.8441 -1.3195 3.42 -0.59 1.68
O 5.6990 -0.1515 -1.8867 -4.36 -2.43 1.41
O 4.6536 -1.6530 -0.0640 -0.79 2.72 -3.63
O 3.7224 -1.9348 -2.3805 0.18 3.00 0.36
C 2.3667 -1.4802 -2.7384 -1.18 -0.66 1.42
C 1.4525 -2.6941 -2.2227 0.46 -0.21 -0.08
C 1.1261 -2.6795 -0.6542 -1.27 -0.68 -1.00
F 1.0563 -4.0809 -0.2446 0.31 2.16 -0.38
H 1.8781 1.7782 1.0381 -1.15 0.20 -0.20
H 0.1559 -0.1771 -1.0218 0.96 0.72 -0.92
H 0.1344 0.8634 -2.5465 1.39 -0.43 1.32
H 2.4882 0.6794 -2.9644 -0.46 -1.12 1.27
H 2.1292 -1.3173 -3.8440 1.12 -0.46 1.35
H 0.5302 -2.7821 -2.8983 1.09 0.26 1.29
H 2.0630 -3.6584 -2.4136 -0.89 1.63 0.27
H 1.8868 -2.1162 -0.0205 -0.91 -0.98 -0.81
H 0.0504 -2.2767 -0.5233 1.86 -0.56 0.15
C -4.1094 0.9112 2.8832 -0.04 -0.13 0.13
C -2.7559 1.3669 3.4314 -0.08 0.10 0.17
C -1.6955 1.0172 2.3853 0.28 0.05 0.59
S -2.5288 1.0395 0.8021 0.00 0.37 0.16
O -2.5320 -0.3034 0.2643 0.20 0.22 -0.24
O -2.0670 2.1752 0.0355 0.03 -0.51 -0.25
C -4.1558 1.3975 1.4408 -0.47 0.01 0.18
H -4.9397 1.3119 3.4683 0.05 -0.05 -0.08
H -4.1708 -0.1816 2.9126 -0.04 0.09 -0.03
H -2.7733 2.4500 3.5904 0.00 -0.10 -0.03
H -2.5307 0.8987 4.3922 0.01 0.06 -0.10
H -0.8838 1.7442 2.3761 -0.05 -0.18 -0.23
H -1.2946 0.0142 2.5418 -0.04 0.07 -0.16
H -4.9110 0.8906 0.8405 0.17 0.04 -0.11
H -4.3016 2.4790 1.3945 0.08 -0.08 -0.07
```
Positions in Å, forces in eV/Å.

Output
- E (Ha) = -1889.2735
- Kohn-Sham gap (eV) = 11.0974
- structure (SMILES) = O=C(O)C[C@H]1OS(=O)(=O)O[C@H]1CCF.O=S1(=O)CCCC1

Atomic partial charges in e from the Mulliken method, atoms 1 to 6: O -0.54; C 0.37; O -0.38; C 0.09; C -0.12; O -0.35